Below is a cluster of 13 separate species, C4H36N2O13S in total, with properties calculated with ωB97M-V with the def2-TZVPD basis set.

Bonds (Å) are listed after each position.
Geometry (Å):
1 C -0.277 -0.296 0.128  N2 1.476, C5 1.516, H9 1.146, H10 1.123
2 N -1.723 -0.573 0.235  C1 1.476, C3 1.509, H11 0.984
3 C -2.231 0.003 1.534  N2 1.509, O4 1.381, H12 1.182, H13 1.111
4 O -2.153 1.380 1.603  C3 1.381, H14 0.987
5 C 0.133 -1.274 -0.955  C1 1.516, C6 1.579, N8 1.393, H15 1.161
6 C 0.388 -0.685 -2.398  C5 1.579, S7 1.774, H16 1.005, H17 1.220
7 S -0.213 -1.708 -3.717  C6 1.774, H18 1.306
8 N 1.272 -1.970 -0.558  C5 1.393, H19 1.178, H20 0.975
9 H 0.243 -0.459 1.137  C1 1.146
10 H 0.029 0.760 -0.103  C1 1.123
11 H -2.285 -0.321 -0.532  N2 0.984
12 H -3.334 -0.290 1.844  C3 1.182
13 H -1.653 -0.394 2.395  C3 1.111
14 H -2.805 1.815 1.003  O4 0.987
15 H -0.625 -2.151 -1.029  C5 1.161
16 H 1.351 -0.404 -2.352  C6 1.005
17 H -0.213 0.330 -2.088  C6 1.220
18 H -1.392 -1.185 -3.921  S7 1.306
19 H 2.299 -1.406 -0.437  N8 1.178
20 H 1.654 -2.768 -0.970  N8 0.975
21 H -0.805 3.962 -3.111  O23 0.941
22 H -0.850 3.160 -1.753  O23 0.986
23 O -0.700 3.110 -2.727  H21 0.941, H22 0.986
24 H 0.271 -4.176 1.817  O26 0.948
25 H 1.569 -3.841 1.021  O26 0.875
26 O 1.215 -4.089 1.781  H24 0.948, H25 0.875
27 H 0.341 0.105 4.904  O29 0.998
28 H 1.519 -0.554 3.956  O29 0.997
29 O 1.090 0.289 4.270  H27 0.998, H28 0.997
30 H 1.832 2.358 0.508  O32 0.949
31 H 1.242 2.821 -0.680  O32 0.859
32 O 2.013 2.567 -0.399  H30 0.949, H31 0.859
33 H 0.083 1.987 2.014  O35 0.885
34 H 1.269 1.717 2.744  O35 0.988
35 O 0.885 2.353 2.092  H33 0.885, H34 0.988
36 H -4.382 1.999 -0.896  O38 0.919
37 H -3.202 1.899 -1.907  O38 0.946
38 O -3.472 1.938 -1.001  H36 0.919, H37 0.946
39 H 3.138 0.760 -2.451  O41 0.955
40 H 2.797 1.182 -1.184  O41 1.040
41 O 3.399 0.439 -1.591  H39 0.955, H40 1.040
42 H 3.894 -1.230 -0.793  O44 0.920
43 H 4.272 -1.194 0.745  O44 1.011
44 O 4.139 -1.759 -0.082  H42 0.920, H43 1.011
45 H -2.205 3.425 -0.085  O47 0.985
46 H -1.362 2.179 0.246  O47 0.987
47 O -1.272 3.108 -0.073  H45 0.985, H46 0.987
48 H -2.240 -3.640 1.001  O50 1.041
49 H -0.945 -2.700 0.730  O50 0.975
50 O -1.276 -3.407 1.314  H48 1.041, H49 0.975
51 H -1.566 1.644 -2.981  O53 1.064
52 H -2.021 1.692 -4.434  O53 1.009
53 O -2.239 1.130 -3.625  H51 1.064, H52 1.009
54 H 1.132 -3.098 2.845  O56 1.138
55 H 2.403 -2.345 3.579  O56 0.869
56 O 1.569 -2.197 3.386  H54 1.138, H55 0.869

Summary:
LUMO level (eV): -0.16
HOMO level (hartree): -0.304
ΔE to the lowest compared entry with this formula, charge and spin (kJ/mol): 372.6
Energy (hartree): -1659.63957
Gap between HOMO and LUMO (eV): 8.11